Entry 1:
Density functional theory data (ωB97M-V/def2-TZVPD) for a 2-piece molecular cluster, C2H6OS2 overall in a non-equilibrium geometry.

Structure (XYZ):
```
11
Properties=species:S:1:pos:R:3:forces:R:3:lowdin_charge:R:1
C -0.078843 -2.477288 0.239790 -1.0 0.4 -0.2 -0.0505
C 0.134381 -1.130916 0.866230 0.4 0.2 -0.3 -0.3152
O -0.670379 -0.234858 0.848236 -0.2 -0.3 0.1 0.0088
H -0.092590 -2.257013 -0.829489 0.4 -0.2 -0.2 0.0883
H 0.647903 -3.237179 0.488356 0.2 0.0 0.0 0.0705
H -1.098906 -2.819400 0.422594 0.1 -0.1 0.3 0.0838
H 1.152280 -0.928260 1.233670 0.1 0.0 0.3 0.1158
S 0.125392 3.099259 0.315983 0.0 0.2 0.0 0.2206
S 0.850294 3.652531 -1.543216 -0.2 -0.2 0.1 0.2098
H -0.697261 2.105067 -0.047182 0.2 -0.1 -0.1 -0.2179
H -0.272270 4.228056 -1.994972 0.0 0.2 0.0 -0.2140
```
Forces are in eV/Å.

Spin multiplicity: 1
SMILES: CC=O.SS
Frontier orbital gap: 9.64 eV
Energy above the lowest of the compared OMol25 structures with the same formula, charge and spin: 0.0984 eV
Largest force on an atom: 0.0214 Eh/bohr


Entry 2:
Density functional theory data (ωB97M-V/def2-TZVPD) for C6H6S as an isolated structure in a non-equilibrium geometry.

Structure (XYZ):
```
13
Properties=species:S:1:pos:R:3:forces:R:3:lowdin_charge:R:1
C -2.148782 0.268116 -1.555204 1.6 1.1 1.4 -0.1240
C -0.600759 0.125391 -1.198799 -10.1 0.0 -2.4 -0.0873
C 0.422344 0.097982 -0.684886 3.9 -0.1 1.0 -0.2153
C 1.643990 0.193829 -0.109380 3.6 1.3 -1.9 -0.8240
C 1.691029 -0.117565 1.241461 -3.0 -1.9 3.6 -0.2025
C 0.547306 -0.669779 1.832969 3.5 0.3 2.6 0.0862
H -2.341624 1.590585 -1.062099 0.2 -4.3 -2.2 0.1779
H -1.994661 0.088973 -2.729639 -1.8 0.8 2.6 0.0788
H -2.992026 -0.525736 -0.896188 3.1 2.5 -2.3 0.1407
H 2.558610 0.037436 1.847545 0.6 -0.3 -0.1 0.0923
H -0.433303 -0.602074 1.412581 -0.2 -0.4 -0.4 0.0454
H 0.679996 -1.137147 2.935441 -0.6 1.4 -2.7 0.1147
S 2.967880 0.649991 -1.033801 -0.8 -0.3 0.9 0.7170
```
Forces are in eV/Å.

Spin multiplicity: 1
Frontier orbital gap: 7.40 eV
Energy above the lowest of the compared OMol25 structures with the same formula, charge and spin: 6.3230 eV
Largest force on an atom: 0.2025 Eh/bohr


Entry 3:
Density functional theory data (ωB97M-V/def2-TZVPD) for a 9-piece molecular cluster, C39H48N6O3 overall in a non-equilibrium geometry.

Structure (XYZ):
```
96
Properties=species:S:1:pos:R:3:forces:R:3:lowdin_charge:R:1
C -1.061421 5.760668 0.767524 -0.4 0.0 0.8 -0.0773
C 0.105115 5.024980 0.685657 0.4 0.3 -0.5 -0.0781
C 0.049173 3.738403 0.176811 0.0 0.2 -0.1 -0.1648
N -1.092691 3.152349 -0.176286 0.3 -0.1 -0.5 0.0657
C -2.191991 3.886832 -0.142110 -0.6 0.1 0.3 -0.1490
C -2.250514 5.176550 0.371019 0.2 0.0 -0.6 -0.0630
H -1.075718 6.743849 1.223593 0.1 0.1 -0.2 0.1088
H 1.060154 5.495396 0.882889 0.0 -0.1 0.2 0.1061
H 0.965640 3.193938 -0.036040 -0.1 -0.2 0.3 0.0989
H -3.096713 3.433006 -0.539573 0.1 -0.1 0.1 0.1062
H -3.180396 5.725614 0.337994 0.0 0.0 0.2 0.1034
C -1.782387 -0.998588 3.906682 0.2 -0.2 -0.1 -0.0794
C -2.900336 -0.942211 3.083323 0.3 0.5 -0.4 -0.0624
C -4.052734 -0.379725 3.593783 -0.7 -0.6 0.4 -0.1593
N -4.191652 0.019356 4.858162 -0.1 -0.2 0.1 0.0526
C -3.152279 -0.171308 5.656368 0.2 0.3 0.4 -0.1606
C -1.922546 -0.659951 5.236318 -0.1 0.4 -0.1 -0.0722
H -0.804828 -1.276419 3.528354 -0.1 -0.2 0.0 0.0841
H -2.877879 -1.200409 2.030425 0.2 -0.2 0.1 0.0912
H -4.977300 -0.365886 3.025091 0.2 0.3 -0.3 0.1028
H -3.272847 0.115510 6.698208 -0.1 0.0 -0.1 0.1037
H -1.086113 -0.658131 5.919247 0.0 -0.2 0.0 0.0961
C 1.553230 1.224151 -4.126651 0.4 0.5 0.7 -0.0866
C 2.667587 1.338653 -3.309926 0.1 -0.2 0.5 -0.0800
C 3.717813 0.447518 -3.466325 -0.2 0.8 -0.3 -0.1701
N 3.766890 -0.376323 -4.491880 0.0 -1.4 0.2 0.0569
C 2.661381 -0.552183 -5.215664 0.4 0.4 -0.6 -0.1504
C 1.528298 0.230870 -5.092231 -0.5 0.1 0.4 -0.0648
H 0.755492 1.917423 -3.883585 -0.3 -0.2 -0.6 0.1083
H 2.724019 2.053955 -2.496374 -0.2 0.0 -0.1 0.0956
H 4.526841 0.408487 -2.749108 0.3 0.2 -0.2 0.0866
H 2.726153 -1.320913 -5.978479 -0.1 0.0 0.0 0.1028
H 0.621270 0.050754 -5.652981 0.1 0.0 -0.2 0.0940
C 1.342660 1.762468 3.118081 -1.1 -0.6 -0.1 -0.0899
C 0.278497 2.504079 3.607203 0.4 0.8 0.2 -0.0617
C 0.073640 2.545213 4.983325 0.0 0.2 -0.3 -0.1547
N 0.744612 1.797064 5.844625 0.1 0.0 0.3 0.0588
C 1.689147 1.001438 5.353250 0.1 -0.3 0.0 -0.1612
C 2.022740 0.953135 4.011145 0.4 0.0 -0.4 -0.0765
H 1.496218 1.670613 2.048596 0.3 0.2 0.0 0.0706
H -0.294835 3.166162 2.969699 -0.1 -0.2 -0.1 0.0871
H -0.629321 3.261443 5.397033 -0.2 -0.2 0.0 0.1063
H 2.196225 0.359185 6.066720 0.0 0.1 0.0 0.1029
H 2.800372 0.306101 3.622950 0.1 -0.1 0.3 0.0891
C 1.666202 -3.225640 2.303383 0.1 -0.1 -0.7 -0.1012
C 0.540460 -4.037888 2.253702 0.2 0.8 -0.1 -0.0761
C 0.010637 -4.454670 3.454340 -0.4 -0.1 0.2 -0.1552
N 0.544565 -4.148567 4.632595 0.1 -0.3 0.2 0.0601
C 1.655862 -3.423822 4.655500 -0.4 0.3 0.1 -0.1540
C 2.237516 -2.892722 3.511175 0.3 -0.4 0.3 -0.0745
H 2.082616 -2.884514 1.361473 0.1 0.1 0.1 0.0935
H 0.049964 -4.183760 1.300933 0.0 -0.4 0.1 0.1051
H -0.899966 -5.043519 3.491628 0.0 0.0 0.0 0.1075
H 2.041741 -3.216598 5.648704 0.2 0.0 -0.1 0.1038
H 3.152152 -2.318270 3.578383 -0.1 0.1 0.0 0.0976
C 5.942765 -0.184393 -0.208126 0.2 0.0 0.3 -0.0726
C 5.696350 1.011998 0.433999 -0.2 0.3 0.3 -0.0642
C 4.379582 1.353595 0.688873 -0.5 0.2 0.0 -0.1537
N 3.331203 0.620854 0.314420 0.1 0.1 0.0 0.0680
C 3.594146 -0.531075 -0.292651 -0.5 -0.2 -0.1 -0.1843
C 4.867241 -0.995155 -0.538027 0.9 -0.1 -0.1 -0.0774
H 6.964835 -0.483161 -0.402738 -0.1 -0.1 -0.1 0.1115
H 6.463782 1.675852 0.807951 0.2 -0.1 -0.2 0.1058
H 4.123405 2.276391 1.202551 0.2 0.0 0.0 0.1044
H 2.719839 -1.079171 -0.631211 0.1 -0.2 0.0 0.0980
H 5.098660 -1.957444 -0.975014 -0.5 0.0 -0.2 0.1129
C -0.664390 0.258878 -1.561264 0.0 -0.6 0.2 -0.0196
C -0.963857 -0.785252 -0.501308 0.0 0.8 0.3 -0.4611
C -0.109166 -0.745092 0.739598 0.0 -0.5 0.1 -0.0117
O -1.929972 -1.509614 -0.583905 0.1 -0.2 -0.2 0.0541
H 0.223123 0.842233 -1.330973 0.0 0.0 0.0 0.0576
H -1.526671 0.921819 -1.566487 0.0 0.1 -0.2 0.0725
H -0.542828 -0.242769 -2.523845 -0.1 0.2 -0.1 0.0698
H -0.225731 0.222075 1.232485 0.0 0.1 -0.1 0.0842
H 0.951437 -0.872147 0.526994 0.0 0.2 -0.2 0.0482
H -0.407213 -1.539768 1.419410 -0.1 0.1 0.0 0.0494
C -4.119800 1.499972 -5.940847 -0.1 0.3 -0.4 -0.0245
C -3.243366 0.661610 -5.048929 -0.2 -0.4 -0.2 -0.4949
C -3.856028 0.116991 -3.796021 -0.2 0.2 0.6 -0.0146
O -2.121166 0.375517 -5.400139 0.3 0.1 0.2 0.0498
H -3.736304 1.423490 -6.957655 0.0 0.1 0.0 0.0828
H -4.085155 2.551193 -5.642063 0.1 0.0 0.1 0.0878
H -5.172522 1.216894 -5.948133 0.1 -0.2 0.2 0.0813
H -4.643987 -0.591370 -4.064320 0.1 -0.1 0.0 0.0951
H -4.354247 0.892232 -3.202836 0.0 0.1 -0.2 0.0883
H -3.136017 -0.357806 -3.135332 0.1 -0.2 -0.2 0.0598
C -2.008162 -4.214411 -2.394594 -0.1 0.1 0.6 -0.0309
C -2.505463 -3.535000 -3.651329 0.4 -0.4 -0.1 -0.4945
C -1.415847 -2.953537 -4.534294 -0.8 0.2 -0.3 -0.0225
O -3.670313 -3.497453 -3.960775 -0.2 0.1 0.1 0.0644
H -2.513857 -3.833383 -1.504422 -0.1 0.3 -0.2 0.0715
H -0.943623 -4.023288 -2.265128 0.0 -0.2 0.0 0.0701
H -2.213517 -5.285966 -2.368919 0.1 0.0 -0.4 0.0862
H -0.850403 -2.217726 -3.962622 0.3 -0.1 -0.1 0.0668
H -1.873830 -2.464702 -5.393673 0.0 0.1 0.1 0.0751
H -0.783348 -3.755056 -4.917380 0.2 0.0 0.3 0.0881
```
Forces are in eV/Å.

Spin multiplicity: 1
SMILES: c1ccncc1.c1ccncc1.c1ccncc1.c1ccncc1.c1ccncc1.c1ccncc1.CC(C)=O.CC(C)=O.CC(C)=O
Frontier orbital gap: 9.69 eV
Energy above the lowest of the compared OMol25 structures with the same formula, charge and spin: 0.0000 eV
Largest force on an atom: 0.0284 Eh/bohr


Entry 4:
Density functional theory data (ωB97M-V/def2-TZVPD) for the molecule C6H8S2.

Structure (XYZ):
```
16
Properties=species:S:1:pos:R:3:forces:R:3:lowdin_charge:R:1
C -1.006903 -1.348428 0.961749 -0.1 0.8 -0.2 -0.0944
C -0.658104 0.139756 1.068680 -0.2 -0.2 0.1 -0.6756
C -1.837945 1.010004 0.667934 -0.2 0.0 0.0 -0.0225
C -0.630022 0.987036 -0.211991 0.0 -0.2 -0.2 -0.3183
C 0.267713 0.141622 -1.019626 0.1 -0.2 0.2 -0.8209
S 0.066194 -0.698734 -2.378337 0.0 0.1 0.1 0.7384
C 1.556570 0.073284 -0.129461 -0.3 0.4 -0.2 -0.4150
S 1.039901 0.374737 1.641878 -0.1 0.1 0.0 0.8947
H -1.811472 -1.515921 0.252418 -0.1 0.0 -0.2 0.0832
H -1.343026 -1.683730 1.929110 0.0 -0.2 0.4 0.0820
H -0.151996 -1.924493 0.658531 0.3 -0.4 -0.1 0.0640
H -2.760738 0.465436 0.465048 0.3 0.1 0.1 0.1113
H -1.990450 1.987485 1.111157 0.0 -0.1 0.0 0.1109
H -0.082325 1.893588 0.012048 0.2 0.1 0.1 0.1169
H 2.029136 -0.893716 -0.198994 0.1 -0.3 -0.2 0.0624
H 2.265473 0.835658 -0.469679 0.0 -0.1 0.1 0.0828
```
Forces are in eV/Å.

Spin multiplicity: 1
SMILES: C[C@]12C[C@@H]1C(=S)CS2
Frontier orbital gap: 8.40 eV
Energy above the lowest of the compared OMol25 structures with the same formula, charge and spin: 3.0595 eV
Largest force on an atom: 0.0161 Eh/bohr


Entry 5:
Density functional theory data (ωB97M-V/def2-TZVPD) for the molecule C4H8NO2PS2 in a non-equilibrium geometry.

Structure (XYZ):
```
18
Properties=species:S:1:pos:R:3:forces:R:3:lowdin_charge:R:1
O 1.785262 -2.180204 1.086933 -0.6 -0.1 -0.3 -0.2114
P 1.294396 -1.315263 -0.166164 0.2 -0.1 -1.3 0.1490
O 2.704410 -0.692427 -0.571409 0.5 -0.2 -1.4 -0.2236
S 0.565259 -2.235835 -1.772160 0.1 0.4 1.5 0.2086
N 0.464271 0.077777 0.416590 -3.5 -4.2 0.9 -0.2041
C 0.317772 1.256166 -0.325667 0.0 3.2 -0.1 -0.2330
C -1.190089 1.590151 -0.599602 1.0 -3.2 3.2 -0.1012
C -1.883210 0.768315 0.512468 0.4 2.2 1.9 -0.1945
C -0.987420 -0.321610 0.866235 4.6 0.1 1.3 -0.7669
S -1.163600 -1.588365 1.852670 -0.8 0.0 -0.4 0.7512
H 1.307496 -3.020156 1.206456 0.0 0.5 -0.1 0.0691
H 2.975921 -1.164824 -1.418765 -0.4 0.9 1.4 0.0878
H 0.758525 1.288516 -1.281762 1.1 -0.4 -1.1 0.0968
H 0.855021 2.001307 0.311651 -0.8 0.2 -0.8 0.1389
H -1.563185 1.194008 -1.463109 -0.3 -0.7 -2.8 0.0835
H -1.438591 2.567311 -0.482790 -0.4 2.9 0.0 0.0766
H -2.812463 0.266749 0.405787 -1.3 0.3 -0.7 0.1002
H -1.989776 1.508381 1.422639 0.2 -1.7 -1.3 0.1730
```
Forces are in eV/Å.

Spin multiplicity: 1
SMILES: OP(O)(=S)N1CCCC1=S
Frontier orbital gap: 8.57 eV
Energy above the lowest of the compared OMol25 structures with the same formula, charge and spin: 0.1418 eV
Largest force on an atom: 0.1071 Eh/bohr


Entry 6:
Density functional theory data (ωB97M-V/def2-TZVPD) for a 2-piece molecular cluster, CH2F4P overall in a non-equilibrium geometry.

Structure (XYZ):
```
8
Properties=species:S:1:pos:R:3:forces:R:3:lowdin_charge:R:1
C 0.247844 -0.143471 0.523330 0.1 -0.3 1.6 -0.0860
F 1.382146 -0.086431 1.108886 -0.5 -0.2 -0.9 0.1536
F -2.091923 0.725786 -0.059823 1.4 1.2 0.9 -0.1968
F -0.453591 2.668905 0.578822 -0.6 -2.0 -0.2 -0.1558
F 1.217929 -1.573420 -1.398258 0.4 0.4 1.6 -0.0162
P -0.953724 1.215874 0.957207 -1.0 0.3 -1.1 1.0671
H -0.227828 -1.172782 0.523821 0.7 0.9 -0.3 0.1385
H 0.879149 -1.634461 -2.233986 -0.5 -0.2 -1.6 0.0956
```
Forces are in eV/Å.

Spin multiplicity: 1
Frontier orbital gap: 8.43 eV
Energy above the lowest of the compared OMol25 structures with the same formula, charge and spin: 2.2105 eV
Largest force on an atom: 0.0404 Eh/bohr
Total charge: +1


no.,electronic energy (eV)
1,-25888.5981
2,-17148.0837
3,-56303.2660
4,-28018.9829
5,-40823.2929
6,-21218.7449